Molecular formula: C20H28FN4O5Pd
Method: DFT, the ωB97M-V functional and the def2-TZVPD basis

Its spin multiplicity is 3. Its net charge is +1. Its expectation value of S² is 2.006. The value obtained for the total energy is -43581.77565 eV. Its HOMO energy (spin up / spin down) is -8.4 / -10.1 eV.

Positions of all 59 atoms, in Å:
Pd: -1.02089 4.01592 -0.11076
N: -4.70699 5.95222 0.70034
C: -3.57469 5.24192 0.79284
O: -2.50819 5.71742 0.40274
C: -3.65179 3.85782 1.39074
C: -2.70559 2.90942 0.65214
H: -4.67629 6.87102 0.28554
H: -5.59739 5.58172 0.98554
H: -4.68119 3.48572 1.35364
H: -3.36229 3.94702 2.44274
H: -3.16639 2.57432 -0.28876
H: -2.43709 2.05152 1.27294
C: 4.18131 -1.65668 -1.38246
C: 3.86251 -1.00868 -0.03646
N: 2.66281 -0.19648 -0.10526
C: 2.75281 1.16612 0.03154
C: 1.72191 2.00562 -0.20806
C: 1.71911 3.48822 0.16284
O: 2.49931 4.26542 -0.37946
O: 0.84841 3.78402 1.04084
C: 0.48231 1.49732 -0.73146
O: -0.43119 2.23482 -1.19546
C: 0.33051 0.06292 -0.64176
C: -0.92999 -0.50858 -0.85396
C: -1.11579 -1.85698 -0.67826
F: -2.35799 -2.37178 -0.87756
C: -0.07029 -2.69658 -0.30086
C: 1.20061 -2.13508 -0.14306
C: 1.42691 -0.76708 -0.30386
N: -0.22249 -4.07238 -0.00576
C: 0.57591 -5.04318 -0.71926
C: 1.06801 -6.06138 0.33294
N: 0.09681 -6.02788 1.45984
C: -1.29449 -6.01158 0.94844
C: -1.52479 -4.62918 0.30264
H: 5.06561 -2.28118 -1.29416
H: 4.37261 -0.89288 -2.12866
H: 3.35061 -2.26728 -1.72616
H: 4.69311 -0.36708 0.26294
H: 3.74951 -1.78068 0.73264
H: 3.70821 1.54582 0.35834
H: -1.74719 0.12632 -1.15686
H: 1.99831 -2.79318 0.16044
H: 1.42001 -4.56238 -1.20906
H: -0.01679 -5.55008 -1.49686
H: 2.05371 -5.79438 0.71984
H: 1.11341 -7.06758 -0.08206
H: 0.23281 -5.12538 1.93684
H: 0.26291 -6.80098 2.10884
H: -1.99589 -6.18098 1.76424
H: -1.40739 -6.82618 0.23214
H: -2.03179 -3.96448 1.00274
H: -2.16889 -4.75278 -0.57746
C: 0.14251 6.91842 -0.77796
O: 0.31511 5.64202 -1.38036
H: 0.82101 7.64912 -1.23576
H: 0.33461 6.87072 0.30034
H: -0.88829 7.23022 -0.95196
H: 1.22871 5.35772 -1.15776

=====

Molecular formula: C17H36IrN6O3S
Method: DFT, the ωB97M-V functional and the def2-TZVPD basis

Its spin multiplicity is 5. Its net charge is +3. Its expectation value of S² is 6.012. The value obtained for the total energy is -46943.92161 eV. Its HOMO energy (spin up / spin down) is -17.2 / -18.0 eV.

Positions of all 64 atoms, in Å:
Ir: 0.29517 -0.21953 0.29676
C: 5.21985 -2.59527 0.68563
N: 4.28637 -1.52062 1.07442
C: 4.71323 -0.59420 2.16192
C: 3.13539 -1.29724 0.45735
O: 2.38305 -0.31438 0.83576
C: 2.79415 -2.19845 -0.72222
O: 1.37684 -2.29500 -0.83882
C: 0.86184 -2.34901 -2.14751
C: 0.69188 -0.95759 -2.67635
O: 0.28255 -0.08857 -1.84382
N: 0.82164 -0.63578 -3.95523
C: 0.57560 0.76649 -4.33661
C: 1.36198 -1.49581 -5.06363
H: 6.17265 -2.40380 1.18151
H: 5.35791 -2.71361 -0.38666
H: 4.87437 -3.54822 1.08530
H: 5.41958 0.13761 1.81325
H: 5.22512 -1.20495 2.88498
H: 3.87187 -0.06481 2.62099
H: 3.22823 -3.19233 -0.59293
H: 3.22554 -1.70756 -1.61677
H: -0.16924 -2.73417 -2.04512
H: 1.43142 -3.04361 -2.76029
H: 0.62467 1.45372 -3.49301
H: -0.40311 0.83371 -4.83518
H: 1.34615 1.02766 -5.04114
H: 0.88537 -2.47091 -5.10616
H: 2.43742 -1.62388 -4.95292
H: 1.16248 -0.99515 -6.01569
S: -0.70675 -1.88495 1.57453
C: -0.90611 -1.10491 3.09941
N: -0.01814 -1.19029 4.07100
C: -0.48989 -0.40219 5.23714
C: -1.96511 -0.16434 4.91580
N: -1.99974 -0.41955 3.46878
H: 0.85449 -1.70606 4.06300
H: 0.05563 0.54913 5.25146
H: -0.30349 -0.96713 6.12961
H: -2.29224 0.86415 5.13709
H: -2.58334 -0.89992 5.40043
H: -2.84898 -0.48184 2.94444
C: -2.60418 0.54261 -2.13544
C: -2.69127 0.39533 -0.60838
N: -2.69158 1.69193 0.05166
C: -4.01862 2.32724 0.13424
C: -4.39527 3.15028 -1.11426
C: -1.62354 2.26930 0.52747
C: -1.67136 3.62816 1.11711
N: -0.41272 1.70230 0.47671
H: -2.31031 -0.39773 -2.61258
H: -1.88078 1.30672 -2.40800
H: -3.57070 0.81525 -2.55825
H: -1.83582 -0.19751 -0.28803
H: -3.57522 -0.13268 -0.25819
H: -4.08614 2.92684 1.03522
H: -4.74155 1.51741 0.26665
H: -3.57678 3.79865 -1.37836
H: -5.29499 3.73644 -0.89334
H: -4.63527 2.46661 -1.90984
H: -1.94006 3.59650 2.17900
H: -2.38233 4.30824 0.63562
H: -0.66427 4.04618 1.06382
H: 0.31647 2.35510 0.71666

=====

Molecular formula: C2H10NO
Method: DFT, the ωB97M-V functional and the def2-TZVPD basis

Its spin multiplicity is 1. Its net charge is +1. The value obtained for the total energy is -5766.93591 eV. Its HOMO energy is -16.7 eV.

Positions of all 14 atoms, in Å:
C: -0.27974 1.80059 0.65853
C: 0.28398 0.47145 -0.00297
N: -0.74132 -0.41477 -0.55165
H: 0.55172 2.28784 1.19506
H: -1.05210 1.51436 1.39211
H: -0.71677 2.52699 -0.04714
H: 0.85502 -0.09230 0.75962
H: 0.99324 0.77892 -0.79535
H: -1.31565 0.13461 -1.22242
H: -1.37457 -0.81238 0.17120
H: -0.30011 -1.20228 -1.06813
O: 0.85259 -2.06420 -0.40278
H: 0.85983 -2.07972 0.58107
H: 1.38387 -2.84912 -0.66714

=====

Molecular formula: C2H9N2P3
Method: DFT, the ωB97M-V functional and the def2-TZVPD basis

Its spin multiplicity is 1. The value obtained for the total energy is -33064.20528 eV. Its HOMO energy is -8.2 eV.

Positions of all 16 atoms, in Å:
C: -1.11949 2.23287 0.52946
C: 0.14217 2.25985 0.11304
N: -0.44007 -1.47639 -0.38655
N: 1.42331 -1.18366 1.31406
P: -2.00528 -1.15073 -0.96410
P: 2.49494 -1.69190 0.06880
P: -0.16867 -0.80124 1.00992
H: -1.93956 2.24009 -0.17629
H: -2.20146 -2.16156 -1.85305
H: -1.25879 2.06464 1.62842
H: 0.96764 2.16078 0.81806
H: 0.36621 2.29907 -0.86121
H: 1.88328 -0.80765 2.02486
H: -1.72485 -0.14703 -1.91157
H: 1.84682 -0.91343 -1.03715
H: 1.73382 -2.92371 -0.31669

=====

Molecular formula: CH6NPS
Method: DFT, the ωB97M-V functional and the def2-TZVPD basis

Its spin multiplicity is 3. Its expectation value of S² is 2.009. The value obtained for the total energy is -22739.31588 eV. Its HOMO energy (spin up / spin down) is -5.6 / -8.9 eV.

Positions of all 10 atoms, in Å:
C: 0.62238 -0.74652 0.99594
N: -1.50601 -0.36904 -0.73885
P: 0.78833 2.15873 -0.82548
S: 0.24718 0.07563 -0.47513
H: 1.75874 -0.78779 1.15037
H: 0.21662 -1.78230 0.98421
H: -1.59497 -1.00462 0.07334
H: -2.22674 0.23710 -0.27562
H: 1.24246 2.25068 0.99921
H: 0.45201 -0.03186 -1.88798

=====

Question: What is the spin multiplicity in the fourth record?
Answer: 1